Record 1
The following is a DFT calculation (ωB97M-V/def2-TZVPD) of a molecular structure, C21H38FeN5S3 at a distorted geometry.

Each line ends with the Löwdin spin population.
Positions of all 68 atoms, in Å:
Fe: 1.03130 -0.33826 0.70042  2.8050
C: 3.64810 1.42644 0.79172  0.0071
C: 2.63080 2.38354 0.16492  0.0085
S: 1.01410 1.86894 0.68302  0.0682
C: 0.89380 2.21424 2.41992  0.0157
C: 1.46740 1.18034 3.42202  0.0537
S: 1.01310 -0.35566 2.91362  0.1725
C: 2.52000 -1.42406 3.01292  0.0061
C: 3.76830 -0.87436 2.28742  0.0105
S: 3.28380 -0.35546 0.68222  0.0774
H: 3.72900 1.72554 1.83992  0.0001
H: 4.64060 1.63574 0.34352  0.0023
H: 2.70770 2.31034 -0.94148  0.0002
H: 2.82590 3.43764 0.45262  0.0034
H: -0.19360 2.30004 2.62622  0.0029
H: 1.32340 3.21424 2.62892  0.0015
H: 1.08970 1.40534 4.43872  0.0070
H: 2.55390 1.22874 3.48282  0.0036
H: 2.27930 -2.40806 2.55342  0.0102
H: 2.76150 -1.63366 4.07592  0.0012
H: 4.54640 -1.66366 2.24902  0.0012
H: 4.20530 -0.04356 2.86242  0.0008
C: 0.11750 0.68254 -1.78068  0.0087
N: 0.11040 0.69024 -3.23688  0.0025
C: -0.31040 -0.61826 -3.71808  0.0008
N: 0.60040 -1.64816 -3.23798  0.0026
C: 0.60400 -1.63956 -1.78178  0.0170
N: 1.03130 -0.33826 -1.28698  0.0492
C: 2.37170 -0.05716 -1.78198  0.0029
N: 2.38050 -0.05466 -3.23818  0.0019
C: 1.45720 0.96414 -3.71828  0.0005
C: 1.94380 -1.35786 -3.71938  0.0002
H: -0.89590 0.51214 -1.39188  0.0036
H: 0.39850 1.67094 -1.39208  0.0002
H: -0.35760 -0.62756 -4.81568  0.0001
H: -1.33870 -0.83386 -3.39678  0.0000
H: 1.25830 -2.43236 -1.39398  0.0153
H: -0.39230 -1.89076 -1.39308  0.0021
H: 3.08760 -0.79486 -1.39418  0.0005
H: 2.73130 0.90554 -1.39338  -0.0001
H: 1.47160 1.00994 -4.81588  0.0001
H: 1.78500 1.96234 -3.39718  0.0000
H: 2.64470 -2.14086 -3.39908  0.0001
H: 1.97510 -1.39296 -4.81698  0.0001
C: -5.26700 -0.42216 -0.91018  0.0005
N: -4.59530 0.75894 -0.27718  -0.0003
C: -5.26640 1.25224 0.96902  0.0002
C: -3.08840 0.65254 -0.18288  0.0038
C: -2.42630 -0.35536 0.71552  0.0495
C: -3.05520 -1.28806 1.54642  0.0564
C: -2.30010 -2.16846 2.33112  0.0241
C: -0.90840 -2.13026 2.29722  0.0610
C: -0.26570 -1.21076 1.47802  0.1132
C: -1.02150 -0.33826 0.70042  0.1490
H: -6.29350 -0.13116 -1.15018  0.0001
H: -5.26820 -1.26386 -0.21798  0.0003
H: -4.73100 -0.67086 -1.82988  0.0000
H: -4.73140 1.51954 -0.95488  0.0000
H: -5.26770 0.46784 1.72562  0.0003
H: -6.29290 1.52444 0.70782  0.0000
H: -4.73000 2.13704 1.32162  0.0001
H: -2.74860 1.65594 0.10472  0.0027
H: -2.74910 0.48154 -1.21268  0.0006
H: -4.13220 -1.37306 1.62202  0.0059
H: -2.79900 -2.89126 2.97512  0.0010
H: -0.32700 -2.81686 2.90912  0.0012
H: 0.81990 -1.16996 1.44182  0.0299
H: 1.03130 -2.02466 0.70042  0.1329

Results
2S+1: 5
LUMO level (spin up / spin down) (eV): -2.534 / -2.544
Gap between HOMO and LUMO (spin up / spin down) (eV): 4.38 / 7.13
HOMO energy (spin up / spin down) (eV): -6.915 / -9.676
Maximum force (Eh/bohr): 0.3103
Net charge: +1

Record 2
The following is a DFT calculation (ωB97M-V/def2-TZVPD) of 9 unconnected molecules or ions with the total composition C21H38N12O9 at a distorted geometry.

Each line ends with the Mulliken charge.
Positions of all 80 atoms, in Å:
O: -1.00560 -0.61857 -3.57798  -0.5709
C: -0.15530 -1.59795 -3.99521  0.6413
C: -0.34846 -1.99813 -5.33140  -0.8826
C: 0.35225 -3.08354 -5.81783  -0.3250
C: 1.25219 -3.73759 -4.96249  0.5601
O: 1.92485 -4.84518 -5.45067  -0.5609
C: 1.38200 -3.27676 -3.65675  -0.3876
C: 0.68503 -2.23084 -3.11393  -0.6686
H: -0.86910 -0.29117 -2.68592  0.0399
H: -0.97974 -1.40735 -5.97860  0.4380
H: 0.42495 -3.40182 -6.84730  0.4186
H: 2.33122 -5.21238 -4.66224  0.2666
H: 2.11191 -3.81616 -3.07136  0.2092
H: 0.77915 -1.93714 -2.07890  0.5238
O: -1.71180 -0.33258 -1.01919  0.4313
C: -0.74578 0.28693 -0.17705  -0.5129
C: -0.53615 -0.29709 1.01564  -0.1127
C: 0.48584 0.07189 1.83452  -0.8316
C: 1.25981 1.14635 1.39930  0.2206
O: 2.34419 1.54355 2.07644  -0.5742
C: 1.17062 1.71548 0.11134  -1.1842
C: 0.05439 1.43189 -0.63789  -0.2631
H: -1.83862 -1.27203 -0.86771  -0.2293
H: -1.11866 -1.16125 1.29900  0.6051
H: 0.67033 -0.32076 2.82355  0.7523
H: 2.69402 1.03853 2.81412  0.3217
H: 1.92783 2.45324 -0.10938  0.4832
H: -0.17353 2.03434 -1.50479  1.1132
N: -3.33583 2.23289 -0.91989  -0.1361
C: -4.21933 2.83964 -1.62143  0.6736
N: -4.72910 3.90798 -1.03688  -0.4303
O: -4.71395 2.31863 -2.59686  -0.6883
H: -2.80216 1.53151 -1.41321  -0.0517
H: -2.97422 2.62747 -0.06336  0.1955
H: -4.30994 4.40757 -0.26563  0.1747
H: -5.52370 4.24103 -1.56393  0.2530
N: 7.60848 1.74009 5.02458  -0.3622
C: 6.35294 1.53701 4.91343  0.6556
N: 6.12285 0.36638 4.39953  -0.2119
O: 5.51919 2.27727 5.43019  -0.6748
H: 8.00299 2.53974 5.49894  0.2300
H: 8.26005 1.04191 4.69581  0.1225
H: 5.24922 0.08847 3.97569  0.1722
H: 6.99925 -0.10388 4.22383  0.1033
N: -0.50045 1.94004 4.32873  -0.4409
C: -0.36670 3.22551 4.34382  0.5155
N: 0.67137 3.64663 3.56719  -0.3075
O: -1.14212 3.86663 4.95621  -0.6458
H: -1.43784 1.69989 4.61810  0.2626
H: -0.19989 1.50629 3.46756  0.2655
H: 1.13543 2.91646 3.04603  0.2716
H: 0.79565 4.64123 3.44302  0.1821
N: 3.13436 -1.88689 5.33861  -0.4271
C: 3.45173 -1.96326 4.10260  0.7767
N: 4.11656 -3.06497 3.91272  -0.5641
O: 3.43070 -1.09195 3.28974  -0.6609
H: 3.08925 -0.98568 5.79234  0.2347
H: 3.02605 -2.77241 5.81213  0.2021
H: 4.49774 -3.41098 4.78167  0.1624
H: 4.65337 -3.23455 3.07417  0.2483
N: -4.57297 -0.74804 -1.72776  -0.1658
C: -5.11988 -1.91710 -1.55904  0.5964
N: -6.10443 -2.14492 -2.42519  -0.3884
O: -4.91834 -2.57802 -0.56197  -0.6607
H: -3.68352 -0.58696 -1.27716  0.0676
H: -4.63647 -0.21918 -2.58588  0.1976
H: -6.15990 -1.53687 -3.22974  0.1647
H: -6.80541 -2.85078 -2.25058  0.2392
C: -2.71193 -4.54184 -2.94045  -1.0179
C: -2.34599 -3.76610 -1.70318  0.5461
N: -2.01366 -3.16861 -0.70053  -0.6814
H: -1.85514 -5.19257 -3.11527  0.3456
H: -2.95952 -3.88163 -3.77167  0.2725
H: -3.46713 -5.21670 -2.53755  0.3822
C: -0.98564 4.88752 -1.83206  -0.5011
C: -0.46998 4.53626 -3.25627  0.3370
N: -0.02941 4.34663 -4.32661  -0.4345
H: -0.36030 5.72954 -1.53532  0.3196
H: -1.03072 4.06476 -1.11854  0.1294
H: -1.99981 5.27538 -1.92761  0.2301

Results
SMILES: Oc1ccc(O)cc1.Oc1ccc(O)cc1.NC(N)=O.NC(N)=O.NC(N)=O.NC(N)=O.NC(N)=O.CC#N.CC#N
2S+1: 1
LUMO level (eV): 0.103
Gap between HOMO and LUMO (eV): 7.95
HOMO energy (eV): -7.847
Maximum force (Eh/bohr): 0.1329

Record 3
The following is a DFT calculation (ωB97M-V/def2-TZVPD) of a single C21H38N4O3 molecule.

Each line ends with the Mulliken charge.
Positions of all 66 atoms, in Å:
C: -1.31181 2.39887 1.58294  -1.8514
C: -2.40623 1.82018 0.68303  1.4341
C: -3.19864 2.96529 0.04649  -1.8339
C: -3.30723 0.86549 1.50659  -1.7911
N: -3.96548 -0.11508 0.67163  0.5277
C: -5.25344 0.26735 0.09705  -0.6520
C: -6.13691 -0.98701 0.14069  -0.7254
C: -5.13351 -2.11481 0.37495  -0.6053
C: -4.10720 -1.43723 1.27107  -0.7007
N: -1.81835 0.98613 -0.35543  0.8278
C: -0.95384 1.37653 -1.29802  0.2427
O: -0.44627 2.48206 -1.36165  -0.7070
C: -0.54467 0.28846 -2.30537  0.2135
C: -1.57852 -0.81236 -2.56499  -0.6167
C: -1.28271 -2.08185 -1.74851  -1.0065
C: -0.61955 -1.80428 -0.41290  0.6798
O: -1.00493 -2.29433 0.63466  -0.7635
N: 0.45994 -1.00031 -0.50551  0.4814
C: 1.18327 -0.59903 0.68035  -0.7957
C: 2.67480 -0.96978 0.61016  -0.8260
C: 3.57782 0.26526 0.58662  -0.7710
N: 4.92903 -0.06188 0.16655  0.0766
C: 5.68368 1.12319 -0.20911  -0.5463
C: 7.05178 0.69923 -0.74201  -0.6538
O: 7.77468 -0.03173 0.21950  -0.3772
C: 7.04697 -1.17000 0.61391  -0.8182
C: 5.67557 -0.79534 1.17577  -0.3688
C: 0.74472 -0.34823 -1.76155  -1.4044
H: -0.72901 1.59879 2.03394  0.3732
H: -0.65169 3.02717 0.99152  0.4229
H: -1.75644 2.99688 2.37406  0.4148
H: -3.67012 3.57131 0.81566  0.4402
H: -3.96484 2.58138 -0.62040  0.4064
H: -2.52026 3.59077 -0.52774  0.4493
H: -4.01901 1.46128 2.09873  0.5088
H: -2.66402 0.31784 2.19955  0.4864
H: -5.09922 0.59593 -0.93751  0.2830
H: -5.71318 1.09748 0.64898  0.2122
H: -6.83150 -0.93014 0.97976  0.3085
H: -6.71427 -1.11697 -0.77284  0.3636
H: -5.58003 -2.99225 0.83720  0.4290
H: -4.66907 -2.40926 -0.56643  0.1052
H: -3.14006 -1.94320 1.27991  0.2570
H: -4.48852 -1.38169 2.30359  0.4409
H: -2.25848 0.07332 -0.38684  -0.3552
H: -0.30394 0.81720 -3.23170  0.6574
H: -2.58263 -0.44832 -2.34190  0.1344
H: -1.56655 -1.07348 -3.62532  0.4027
H: -2.19524 -2.64932 -1.56511  0.3669
H: -0.60006 -2.72573 -2.30931  0.4140
H: 1.07150 0.48214 0.81767  0.3110
H: 0.69456 -1.10850 1.51326  0.5491
H: 2.93082 -1.59828 1.46223  0.4348
H: 2.86453 -1.54876 -0.29434  0.2899
H: 3.56384 0.75472 1.57710  0.2031
H: 3.18405 0.98130 -0.13995  0.4554
H: 5.14062 1.65753 -0.99154  0.3784
H: 5.82561 1.80195 0.65085  0.3213
H: 7.65883 1.57292 -0.98500  0.3611
H: 6.90981 0.08718 -1.64561  0.3547
H: 7.64985 -1.67261 1.37214  0.3710
H: 6.90811 -1.83999 -0.24826  0.3621
H: 5.13659 -1.70756 1.43213  0.3691
H: 5.81042 -0.19106 2.09131  0.3224
H: 1.13838 -1.06660 -2.49099  0.3781
H: 1.49763 0.42188 -1.59572  0.3482

Results
SMILES: CC(C)(CN1CCCC1)NC(=O)[C@@H]1CCC(=O)N(CCCN2CCOCC2)C1
2S+1: 1
LUMO level (eV): 0.750
Gap between HOMO and LUMO (eV): 9.38
HOMO energy (eV): -8.633
Maximum force (Eh/bohr): 0.0128